Molecular formula: C32H43CaI2N3O3PSb2Te
Method: DFT, wB97M-V/def2-TZVPD

Element x y z (Å)
H -2.488 0.319 -2.779
P 1.056 -3.550 -1.156
N 0.706 0.272 1.953
H 3.537 -4.719 0.045
H -1.114 3.607 2.733
H -4.969 -3.164 -2.747
Sb -1.689 2.442 0.368
H 2.741 -2.489 -5.199
H 2.848 1.929 -4.119
H 1.668 2.678 -5.220
H -3.396 -3.991 1.294
C -1.607 5.802 -1.192
C -2.722 3.582 -1.152
H 1.080 -1.699 4.650
Ca -0.022 -0.295 -0.424
H 0.327 5.032 -4.403
C -0.735 6.746 -1.702
H -2.354 -4.360 3.498
C -1.784 4.556 -1.798
O 0.593 -2.136 -1.441
C -2.023 -3.549 2.865
H -4.182 2.302 1.422
C 0.505 -0.746 2.802
C 2.289 1.217 3.475
C 1.945 2.535 -4.176
H 3.889 -4.637 2.535
H -0.762 4.767 1.440
H -1.041 3.133 -4.774
H 5.437 1.387 -0.879
C 2.130 0.134 4.325
H 2.090 -4.118 -4.969
H -2.164 2.506 -3.583
C -2.153 -2.281 0.848
H -3.534 4.108 -0.648
H -3.125 1.149 2.259
C -0.063 0.166 -4.780
I 3.463 3.156 -0.681
C -0.201 5.240 -3.480
H -4.226 -1.053 -3.882
Te -0.517 -5.194 -0.701
C 4.604 1.433 -0.189
C -3.406 1.550 1.286
H -3.171 2.882 -1.855
Sb 0.348 1.530 -3.180
H 4.076 -3.028 1.822
H -3.788 0.741 0.667
C -2.737 -1.996 -0.494
C -1.472 4.022 1.792
C -2.854 -0.587 -2.306
H 1.135 -2.715 -4.474
H 1.672 2.047 1.592
C -4.235 -2.514 -2.291
H -0.756 -0.616 -4.471
O 2.065 -3.268 0.096
H -0.473 0.708 -5.631
H 2.816 -2.184 -2.711
N -2.314 -0.895 -1.129
H -0.511 -2.903 4.230
I 3.560 -0.422 -0.312
H 2.578 -3.458 2.669
H 4.959 1.550 0.827
C 3.367 -3.834 2.014
H 2.962 2.029 3.709
N -1.159 -1.497 1.249
H 2.694 0.066 5.245
C 2.766 -4.352 0.728
C 1.562 1.232 2.298
C -3.687 -2.840 -1.064
H -0.627 7.704 -1.212
H 0.648 7.195 -3.284
H -2.185 6.036 -0.305
H 0.873 -0.304 -5.078
C 2.145 -3.119 -4.538
C -0.563 -1.712 2.429
C -2.620 -3.330 1.640
H -2.441 4.491 1.957
C -0.024 6.462 -2.858
C -1.187 2.971 -3.705
H 3.777 -3.588 -3.199
C 2.768 -3.177 -3.161
O 2.000 -4.062 -2.330
H -3.977 -3.755 -0.576
H 2.140 3.499 -3.711
C 1.224 -0.857 3.990
H 2.059 -5.163 0.919
C -3.823 -1.354 -2.926
C -1.064 4.268 -2.968
C -0.979 -2.735 3.273

Computed properties:
- orbital gap (eV) = 6.11
- relative energy (zero: lowest compared OMol25 entry of this formula, charge and spin) (eV) = 0.487
- electronic energy (eV) = -108792.8901
- total charge = +1